Entry 1:
This record from the Open Molecules 2025 dataset describes a cluster of 10 separate species, C37H103N9O10 in total in a non-equilibrium geometry. The level of theory is the ωB97M-V functional and the def2-TZVPD basis.

Calculated values
**DFT total energy**: -73919.052 eV
**Energy above the lowest of the compared OMol25 structures with the same formula, charge and spin**: 137.9 kJ/mol
**SMILES**: COC[C@H](C)N.COC[C@H](C)N.COC[C@H](C)N.COC[C@H](C)N.COC[C@H](C)N.COC[C@H](C)N.COC[C@H](C)N.COC[C@H](C)N.COC[C@H](C)N.CO
**Kohn-Sham gap**: 9.15 eV

Geometry (Å):
C  -0.84  -3.43  0.32
O  -0.13  -2.99  1.46
C  1.27  -2.87  1.35
C  1.96  -4.22  1.50
C  1.68  -4.81  2.88
N  3.39  -4.26  1.32
H  -0.30  -3.17  -0.62
H  -1.81  -2.95  0.26
H  -0.96  -4.47  0.34
H  1.51  -2.37  0.40
H  1.58  -2.15  2.14
H  1.55  -4.86  0.74
H  2.08  -5.85  2.91
H  0.59  -4.80  3.12
H  2.22  -4.26  3.68
H  3.58  -4.22  0.33
H  3.77  -3.38  1.66
C  -7.58  2.36  4.15
O  -6.98  2.78  2.92
C  -5.56  2.85  3.04
C  -5.16  3.23  1.64
C  -3.66  3.28  1.62
N  -5.74  4.50  1.23
H  -7.35  3.05  4.98
H  -7.06  1.45  4.47
H  -8.66  2.22  4.01
H  -5.26  3.69  3.71
H  -5.17  1.85  3.37
H  -5.53  2.40  1.01
H  -3.23  2.53  2.29
H  -3.28  4.27  2.00
H  -3.27  3.15  0.63
H  -6.72  4.36  1.39
H  -5.68  4.56  0.21
C  0.65  4.37  -0.51
O  0.91  4.42  -1.87
C  1.28  3.21  -2.52
C  1.29  3.53  -4.03
C  2.21  4.69  -4.32
N  -0.11  3.79  -4.51
H  -0.32  3.93  -0.30
H  0.70  5.41  -0.19
H  1.50  3.90  0.01
H  2.32  2.89  -2.24
H  0.59  2.44  -2.19
H  1.74  2.70  -4.52
H  2.32  4.89  -5.45
H  3.23  4.53  -3.90
H  1.89  5.60  -3.78
H  -0.41  4.53  -3.89
H  0.02  4.19  -5.40
C  -2.56  -4.88  -2.74
O  -1.27  -4.43  -2.97
C  -0.49  -5.42  -3.64
C  0.89  -4.86  -3.76
C  1.72  -5.46  -4.95
N  1.72  -4.83  -2.54
H  -2.95  -4.15  -2.01
H  -2.58  -5.98  -2.37
H  -3.15  -4.80  -3.70
H  -0.55  -6.38  -3.01
H  -1.04  -5.66  -4.58
H  0.73  -3.84  -4.02
H  1.25  -5.16  -5.88
H  1.80  -6.55  -4.88
H  2.75  -5.13  -4.93
H  1.89  -5.75  -2.21
H  1.25  -4.25  -1.82
C  3.78  -0.22  4.89
O  2.85  0.85  4.80
C  2.00  0.88  3.65
C  1.45  2.25  3.58
C  0.21  2.40  2.67
N  2.50  3.20  3.16
H  4.25  -0.19  5.84
H  4.55  -0.13  4.12
H  3.38  -1.20  4.74
H  2.56  0.74  2.70
H  1.23  0.08  3.72
H  1.13  2.50  4.56
H  -0.11  3.43  2.68
H  -0.54  1.68  3.09
H  0.49  2.07  1.63
H  3.31  3.12  3.75
H  2.85  2.93  2.27
C  -2.32  1.42  -2.65
O  -3.40  0.51  -2.63
C  -3.23  -0.42  -1.59
C  -4.48  -1.20  -1.51
C  -5.70  -0.29  -1.00
N  -4.33  -2.35  -0.62
H  -2.41  2.17  -1.89
H  -2.36  1.87  -3.65
H  -1.33  0.92  -2.61
H  -2.32  -1.06  -1.72
H  -3.03  0.12  -0.65
H  -4.76  -1.59  -2.47
H  -5.95  0.50  -1.68
H  -5.49  0.06  -0.02
H  -6.57  -0.95  -0.87
H  -4.03  -2.09  0.34
H  -5.15  -2.95  -0.54
C  -2.05  1.28  5.66
O  -2.81  0.48  4.77
C  -2.47  -0.85  4.73
C  -3.13  -1.67  3.62
C  -2.99  -3.18  3.70
N  -2.55  -1.24  2.33
H  -1.64  2.19  5.17
H  -1.20  0.68  6.08
H  -2.69  1.64  6.48
H  -1.39  -0.92  4.50
H  -2.60  -1.27  5.69
H  -4.24  -1.40  3.55
H  -1.97  -3.55  3.58
H  -3.68  -3.62  2.98
H  -3.33  -3.49  4.69
H  -2.44  -0.24  2.19
H  -1.61  -1.67  2.27
C  3.58  -1.98  -1.63
O  4.07  -1.07  -2.62
C  3.53  -1.46  -3.84
C  1.99  -1.36  -4.03
C  1.65  -1.57  -5.51
N  1.50  -0.01  -3.52
H  3.67  -3.00  -1.96
H  2.59  -1.73  -1.28
H  4.26  -1.80  -0.78
H  4.02  -0.82  -4.59
H  3.80  -2.50  -4.12
H  1.59  -2.03  -3.29
H  2.32  -0.92  -6.16
H  0.66  -1.13  -5.62
H  1.65  -2.62  -5.84
H  1.90  0.79  -4.01
H  0.51  0.08  -3.67
C  4.30  5.45  0.60
O  4.35  4.06  0.76
C  5.10  3.48  -0.29
C  4.70  2.08  -0.22
C  5.38  1.45  0.99
N  5.13  1.37  -1.47
H  3.79  5.81  -0.31
H  5.33  5.84  0.63
H  3.78  5.97  1.48
H  4.82  3.83  -1.32
H  6.16  3.61  -0.12
H  3.58  2.10  -0.11
H  5.16  1.98  1.92
H  6.41  1.33  0.85
H  5.06  0.42  1.08
H  4.44  0.81  -1.96
H  6.02  0.93  -1.38
C  0.07  0.14  -0.39
O  1.45  0.60  -0.71
H  -0.61  0.98  -0.46
H  -0.24  -0.66  -1.02
H  0.21  -0.22  0.62
H  1.63  0.51  -1.65

Atomic partial charges in e from the Mulliken method, atoms 1 to 99: number 1, C, carries 0.05; number 2, O, carries -0.01; number 3, C, carries 1.24; number 4, C, carries 0.17; number 5, C, carries -1.40; number 6, N, carries -0.68; number 7, H, carries -0.25; number 8, H, carries -0.36; number 9, H, carries 0.55; number 10, H, carries -1.03; number 11, H, carries 0.08; number 12, H, carries 0.36; number 13, H, carries 0.36; number 14, H, carries 0.20; number 15, H, carries 0.28; number 16, H, carries 0.31; number 17, H, carries 0.28; number 18, C, carries -0.73; number 19, O, carries -0.36; number 20, C, carries -0.72; number 21, C, carries 1.05; number 22, C, carries -1.02; number 23, N, carries -0.89; number 24, H, carries 0.31; number 25, H, carries 0.25; number 26, H, carries 0.25; number 27, H, carries 0.37; number 28, H, carries 0.21; number 29, H, carries 0.07; number 30, H, carries 0.03; number 31, H, carries 0.42; number 32, H, carries 0.11; number 33, H, carries 0.32; number 34, H, carries 0.28; number 35, C, carries -0.36; number 36, O, carries -0.52; number 37, C, carries 1.52; number 38, C, carries 0.26; number 39, C, carries -1.45; number 40, N, carries -0.58; number 41, H, carries 0.15; number 42, H, carries 0.39; number 43, H, carries 0.01; number 44, H, carries -0.22; number 45, H, carries -0.98; number 46, H, carries 0.17; number 47, H, carries 0.37; number 48, H, carries 0.28; number 49, H, carries 0.31; number 50, H, carries 0.34; number 51, H, carries 0.29; number 52, C, carries -0.42; number 53, O, carries -0.04; number 54, C, carries -1.13; number 55, C, carries 1.27; number 56, C, carries -1.78; number 57, N, carries -0.27; number 58, H, carries -0.15; number 59, H, carries 0.32; number 60, H, carries 0.29; number 61, H, carries 0.37; number 62, H, carries 0.37; number 63, H, carries -0.24; number 64, H, carries 0.40; number 65, H, carries 0.39; number 66, H, carries 0.42; number 67, H, carries 0.33; number 68, H, carries -0.11; number 69, C, carries -0.70; number 70, O, carries -0.46; number 71, C, carries 0.43; number 72, C, carries 0.08; number 73, C, carries 0.30; number 74, N, carries -0.63; number 75, H, carries 0.36; number 76, H, carries 0.21; number 77, H, carries 0.23; number 78, H, carries -0.13; number 79, H, carries 0.06; number 80, H, carries 0.58; number 81, H, carries 0.47; number 82, H, carries -0.31; number 83, H, carries -0.93; number 84, H, carries 0.39; number 85, H, carries -0.11; number 86, C, carries -0.13; number 87, O, carries -0.53; number 88, C, carries 1.03; number 89, C, carries -0.05; number 90, C, carries -1.53; number 91, N, carries -0.34; number 92, H, carries 0.18; number 93, H, carries 0.35; number 94, H, carries -0.19; number 95, H, carries -0.27; number 96, H, carries -0.17; number 97, H, carries 0.46; number 98, H, carries 0.38; number 99, H, carries 0.26

***

Entry 2:
This record from the Open Molecules 2025 dataset describes a structure of composition C37H21BrEuF5N6O8S2 in a non-equilibrium geometry. The level of theory is the ωB97M-V functional and the def2-TZVPD basis.

Calculated values
**DFT total energy**: -188660.636 eV
**Energy above the lowest of the compared OMol25 structures with the same formula, charge and spin**: 0.0 kJ/mol
**2S+1**: 7
**Kohn-Sham gap (alpha / beta)**: 6.39 / 6.40 eV
**Charge**: -2

Geometry (Å):
Eu  -0.22  -0.06  0.00
S  1.88  -1.40  -2.17
C  2.51  0.11  -1.86
N  2.01  0.99  -1.03
C  2.72  2.15  -1.00
C  2.37  3.30  -0.29
C  3.22  4.39  -0.32
C  4.39  4.37  -1.07
C  4.73  3.27  -1.84
C  3.89  2.17  -1.80
S  4.02  0.66  -2.66
H  1.43  3.30  0.24
H  2.96  5.27  0.24
H  5.04  5.24  -1.07
H  5.62  3.26  -2.45
O  -1.77  3.95  0.39
C  -1.58  2.84  0.87
O  -0.58  2.09  0.62
C  -2.60  2.32  1.89
C  -3.50  3.21  2.42
C  -4.44  2.82  3.39
C  -4.43  1.51  3.86
C  -3.53  0.59  3.36
C  -2.60  0.93  2.29
O  -1.88  0.07  1.74
N  -3.57  -0.71  3.90
O  -4.56  -1.03  4.57
O  -2.65  -1.48  3.70
N  -5.37  3.73  3.91
O  -5.40  4.87  3.47
O  -6.15  3.35  4.79
H  -3.47  4.24  2.09
H  -5.12  1.22  4.64
C  -3.51  -1.92  -0.28
N  -2.45  -1.16  -0.91
C  -2.54  -0.97  -2.19
C  -1.68  -0.11  -2.92
C  -1.76  0.22  -4.28
C  -0.80  1.19  -4.50
C  -0.19  1.42  -3.26
N  -0.71  0.64  -2.31
C  -3.10  -3.31  0.14
C  -2.75  -4.25  -0.82
C  -2.43  -5.55  -0.45
C  -2.49  -5.92  0.88
C  -2.82  -4.99  1.84
C  -3.12  -3.69  1.47
H  -4.38  -2.02  -0.96
H  -3.84  -1.37  0.61
H  -3.35  -1.43  -2.77
H  -2.44  -0.21  -5.00
H  -0.58  1.69  -5.43
H  0.59  2.13  -3.06
H  -2.70  -3.96  -1.86
H  -2.13  -6.27  -1.20
H  -2.25  -6.94  1.17
H  -2.83  -5.26  2.89
H  -3.35  -2.96  2.23
O  6.23  -1.31  2.76
C  5.01  -1.11  2.21
C  4.49  -1.96  1.24
C  3.22  -1.72  0.75
N  2.47  -0.70  1.15
C  2.97  0.10  2.08
Br  1.81  1.49  2.64
C  4.23  -0.04  2.65
H  6.65  -2.07  2.34
H  5.07  -2.80  0.87
H  2.79  -2.34  -0.02
H  4.59  0.64  3.40
F  0.07  -3.68  -0.79
C  0.16  -3.57  0.56
C  0.08  -2.30  1.12
C  0.18  -2.31  2.51
F  0.21  -1.10  3.12
C  0.34  -3.44  3.30
F  0.45  -3.39  4.64
C  0.44  -4.68  2.66
F  0.64  -5.81  3.38
C  0.36  -4.74  1.28
F  0.51  -5.95  0.67

Partial charges, Mulliken, in e: number 1, Eu, carries 0.81; number 2, S, carries -0.44; number 3, C, carries 0.28; number 4, N, carries 0.58; number 5, C, carries -1.26; number 6, C, carries -0.13; number 7, C, carries -0.91; number 8, C, carries -0.46; number 9, C, carries -0.45; number 10, C, carries 0.86; number 11, S, carries -0.40; number 12, H, carries 0.46; number 13, H, carries 0.42; number 14, H, carries 0.36; number 15, H, carries 0.38; number 16, O, carries -0.76; number 17, C, carries -0.22; number 18, O, carries -0.35; number 19, C, carries -0.01; number 20, C, carries -0.28; number 21, C, carries -0.71; number 22, C, carries -0.04; number 23, C, carries -0.75; number 24, C, carries 0.63; number 25, O, carries 0.48; number 26, N, carries 0.95; number 27, O, carries -0.72; number 28, O, carries -0.51; number 29, N, carries 1.06; number 30, O, carries -0.68; number 31, O, carries -0.69; number 32, H, carries 0.63; number 33, H, carries 0.64; number 34, C, carries -1.61; number 35, N, carries 0.47; number 36, C, carries 0.07; number 37, C, carries -0.12; number 38, C, carries -1.05; number 39, C, carries -0.91; number 40, C, carries -0.57; number 41, N, carries 0.44; number 42, C, carries 1.05; number 43, C, carries -0.39; number 44, C, carries -0.59; number 45, C, carries -0.61; number 46, C, carries -0.67; number 47, C, carries -0.20; number 48, H, carries 0.64; number 49, H, carries 0.09; number 50, H, carries 0.19; number 51, H, carries 0.45; number 52, H, carries 0.42; number 53, H, carries 0.47; number 54, H, carries 0.35; number 55, H, carries 0.35; number 56, H, carries 0.36; number 57, H, carries 0.44; number 58, H, carries 0.31; number 59, O, carries -0.58; number 60, C, carries 1.14; number 61, C, carries -1.06; number 62, C, carries -0.76; number 63, N, carries 0.61; number 64, C, carries 0.03; number 65, Br, carries -0.02; number 66, C, carries -0.90; number 67, H, carries 0.29; number 68, H, carries 0.27; number 69, H, carries 0.37; number 70, H, carries 0.48; number 71, F, carries -0.62; number 72, C, carries -0.39; number 73, C, carries 1.49; number 74, C, carries -0.23; number 75, F, carries -0.54; number 76, C, carries 0.52; number 77, F, carries -0.41; number 78, C, carries 0.33; number 79, F, carries -0.41; number 80, C, carries 0.71; number 81, F, carries -0.45